{
  "formula": "C3HNOS3",
  "method": "wB97M-V/def2-TZVPD",
  "smiles": "S=c1o[nH]c([S-])c1[S-]",
  "total_charge": -2,
  "de_lowest_kj_mol": 195.7,
  "e_homo_ev": 1.25,
  "species": ["S", "C", "O", "N", "C", "S", "C", "S", "H"],
  "positions_angstrom": [[2.025, -2.132, -0.057], [0.830, -0.980, 0.002], [-0.454, -1.432, 0.143], [-1.287, -0.301, 0.339], [-0.534, 0.863, 0.094], [-1.438, 2.294, 0.081], [0.815, 0.551, -0.057], [2.173, 1.534, -0.319], [-2.129, -0.397, -0.226]]
}